{"formula": "C37H33IKN5O5S2", "method": "ωB97M-V/def2-TZVPD", "elements": ["I", "K", "S", "S", "O", "O", "O", "O", "O", "N", "N", "N", "N", "N", "C", "C", "C", "C", "C", "C", "C", "C", "C", "C", "C", "C", "C", "C", "C", "C", "C", "C", "C", "C", "C", "C", "C", "C", "C", "C", "C", "C", "C", "C", "C", "C", "C", "C", "C", "C", "C", "H", "H", "H", "H", "H", "H", "H", "H", "H", "H", "H", "H", "H", "H", "H", "H", "H", "H", "H", "H", "H", "H", "H", "H", "H", "H", "H", "H", "H", "H", "H", "H", "H"], "positions_angstrom": [[0.879, 3.099, -1.944], [0.359, 0.048, -0.119], [-1.647, -2.353, 1.502], [5.198, -0.110, -3.640], [4.950, 0.010, -5.060], [2.460, 0.044, -1.241], [-1.687, -3.612, 2.215], [-1.269, -1.169, 2.258], [6.546, 0.215, -3.219], [-0.043, -2.873, -1.847], [-0.700, -2.328, 0.239], [-1.890, -4.037, -0.860], [-7.208, -1.218, -0.360], [4.085, 0.626, -2.752], [4.213, -1.903, 1.574], [-2.326, 5.992, -2.045], [-1.172, -4.570, -3.072], [1.493, 0.432, 2.835], [-0.904, -3.120, -0.823], [4.169, 0.542, 2.165], [1.481, 2.928, 3.385], [2.166, -0.715, 2.425], [-1.792, 3.625, -0.535], [3.371, -0.234, -2.022], [-3.195, 5.597, -1.075], [-2.450, 2.166, 1.202], [-3.305, -2.045, 0.929], [3.505, -0.681, 2.082], [-1.156, 5.242, -2.279], [-5.617, -2.671, 0.763], [-3.572, -0.885, 0.218], [5.399, -2.974, -3.479], [3.832, -4.041, -1.970], [0.125, 2.707, 4.038], [-3.844, 4.071, 0.726], [-2.005, -4.732, -1.979], [4.830, -1.768, -3.123], [3.274, -2.816, -1.627], [-0.186, -3.597, -2.933], [3.508, 1.677, 2.588], [3.793, -1.680, -2.224], [-1.519, 2.422, 0.208], [-2.944, 4.434, -0.305], [-4.856, -0.617, -0.221], [-3.587, 2.961, 1.476], [2.155, 1.647, 2.930], [1.342, 3.903, 2.215], [-4.329, -2.935, 1.203], [-0.904, 4.108, -1.552], [4.881, -4.119, -2.884], [-5.890, -1.511, 0.045], [-5.050, 0.300, -0.764], [-4.259, 2.678, 2.283], [5.295, -5.089, -3.134], [-4.095, 6.169, -0.869], [4.525, -1.777, 0.535], [-0.602, 2.346, 3.313], [-2.331, 1.287, 1.835], [0.672, 3.485, 1.461], [6.210, -3.025, -4.192], [-0.257, 3.652, 4.429], [0.177, 1.990, 4.858], [-7.236, -0.576, -1.139], [-4.717, 4.693, 0.906], [5.212, 0.603, 1.879], [-4.096, -3.841, 1.742], [5.108, -2.115, 2.165], [-7.741, -2.048, -0.580], [-2.519, 6.885, -2.632], [-2.789, -0.173, 0.000], [-2.811, -5.462, -2.001], [-1.283, -5.155, -3.973], [0.518, -3.395, -3.738], [4.045, 2.617, 2.644], [2.301, 4.105, 1.740], [2.441, -2.737, -0.943], [1.615, -1.645, 2.349], [-6.419, -3.369, 0.977], [-0.449, 5.564, -3.030], [0.916, 4.850, 2.552], [3.444, -4.949, -1.526], [2.150, 3.380, 4.133], [0.441, 0.349, 3.069], [3.564, -2.777, 1.620]], "forces_ev_per_angstrom": [[0.1312, -0.1572, -0.0261], [-0.5071, 0.5026, 0.2813], [-0.1928, 0.1288, 0.2994], [0.1992, 0.0718, -0.1285], [-0.0444, 0.0079, 0.0652], [0.5543, 0.0158, -0.2351], [0.0381, 0.0880, 0.0423], [-0.0615, -0.1905, 0.0845], [-0.0832, 0.0175, 0.0203], [-0.0130, -0.0844, -0.0676], [-0.1021, -0.2264, 0.0685], [-0.0970, -0.1388, -0.0772], [-0.0619, -0.0261, -0.1160], [0.1031, 0.0827, -0.1194], [0.1065, -0.0757, 0.0243], [0.0238, 0.0732, -0.0647], [-0.0378, -0.0289, 0.0011], [0.0457, 0.0351, 0.1011], [0.1860, 0.1698, -0.0496], [0.0217, -0.0327, 0.0215], [0.1266, 0.0081, 0.0460], [-0.1307, -0.0466, -0.0039], [0.1751, -0.0392, -0.0419], [0.1014, -0.1791, 0.0074], [-0.0722, -0.0096, 0.0391], [-0.0203, -0.0470, 0.0678], [0.0019, 0.0042, 0.0404], [0.0705, 0.0371, -0.1654], [0.1122, -0.0978, 0.0024], [0.0754, -0.0233, 0.0543], [-0.0084, -0.0015, -0.0636], [-0.0339, -0.0310, 0.0299], [-0.0140, -0.0128, 0.0142], [-0.0329, 0.0317, 0.0789], [-0.0376, 0.0038, 0.0199], [0.0231, -0.0406, -0.0972], [-0.0152, -0.0434, -0.0015], [-0.0217, 0.0721, -0.1328], [-0.0118, -0.0830, -0.0787], [-0.0754, 0.0220, 0.0168], [-0.0228, 0.0122, 0.0260], [0.0099, 0.0365, -0.0611], [-0.1404, 0.0932, 0.0470], [0.0094, -0.0422, 0.0372], [-0.0186, 0.0082, 0.0304], [0.0600, 0.0450, 0.0841], [-0.0324, 0.0406, -0.0230], [0.0093, -0.0258, -0.0960], [-0.2799, 0.1523, 0.0713], [0.0197, -0.0435, -0.0071], [0.0007, 0.0594, -0.0025], [-0.0276, 0.0422, -0.0208], [-0.0033, 0.0059, -0.0257], [0.0125, -0.0082, -0.0106], [0.0017, 0.0102, 0.0017], [-0.0071, 0.0352, 0.0721], [-0.0659, -0.0534, -0.0981], [0.0432, -0.0826, -0.0016], [-0.0412, -0.0407, -0.0746], [0.0394, 0.0070, -0.0237], [-0.0028, 0.0299, 0.0205], [0.0206, -0.0196, 0.0315], [-0.0034, 0.0017, 0.0394], [0.0141, -0.0150, 0.0008], [0.0519, -0.0007, -0.0214], [0.0185, -0.0583, 0.0457], [0.0202, -0.0045, -0.0040], [0.0079, 0.0269, 0.0310], [0.0148, -0.0146, -0.0012], [0.0895, 0.0656, 0.0318], [-0.0070, -0.0116, 0.0008], [-0.0014, -0.0159, -0.0320], [-0.0030, 0.0053, -0.0025], [0.0328, 0.0517, -0.0030], [0.0489, 0.0003, -0.0284], [-0.0475, 0.0085, 0.0406], [-0.0567, -0.0355, 0.0005], [-0.0184, -0.0147, 0.0145], [0.0179, 0.0230, -0.0392], [-0.0122, 0.0537, 0.0243], [-0.0137, -0.0247, 0.0087], [-0.0473, -0.0229, -0.0614], [-0.0897, -0.0155, 0.0248], [-0.0215, -0.0213, -0.0045]], "mulliken_charge": [0.0568, 1.1483, 1.3032, 1.1941, -0.7238, -0.0860, -0.8604, -0.6514, -0.7220, -0.1915, -0.1291, -0.4812, -0.6471, -0.5269, -1.4876, -0.5367, -0.8127, -0.1148, 0.1599, -0.7518, 0.7441, -0.6718, 0.1175, -0.9247, -0.7569, -0.6052, -0.6094, 1.2037, -0.5985, -0.7609, -0.4256, -0.5604, -1.4384, -1.5857, -1.0277, -0.2009, 0.0402, 0.3095, -0.1683, -0.6343, 0.3764, 0.0426, 1.1766, -0.9184, -1.2103, 0.2052, -1.2261, -0.2751, -0.1312, -0.4682, 1.1678, 0.3194, 0.4196, 0.3747, 0.3007, 0.1623, 0.0492, 0.8155, 0.1246, 0.4110, 0.4690, 0.4148, 0.2454, 0.2346, 0.3475, 0.4864, 0.4889, 0.2222, 0.3403, 0.5088, 0.3956, 0.3493, 0.4823, 0.3776, 0.4010, 1.1612, 0.1688, 0.2754, 0.3588, 0.4503, 0.4185, 0.3633, 0.4422, 0.2960], "largest_force_ev_per_a": 0.77, "charge": -2, "lumo_energy_ev": 4.058}



{"formula": "C4H7N3O", "method": "ωB97M-V/def2-TZVPD", "elements": ["O", "N", "N", "N", "C", "C", "C", "C", "H", "H", "H", "H", "H", "H", "H"], "positions_angstrom": [[-1.667, 0.509, -0.632], [2.527, 0.133, -0.563], [-2.018, -0.813, -0.062], [-0.234, 1.981, 0.420], [0.291, -0.527, 0.142], [-0.788, -1.321, 0.159], [1.870, -0.616, 0.399], [-0.404, 0.766, 0.052], [1.687, 0.926, -1.192], [-2.783, -0.701, 0.668], [1.769, -0.151, 1.559], [2.220, -1.720, 0.604], [0.596, 2.023, 1.144], [-0.809, -2.368, 0.287], [2.923, -0.997, -1.091]], "forces_ev_per_angstrom": [[0.6172, -0.3596, 2.1493], [0.9714, -1.3449, -4.5506], [-1.5463, 2.3309, -1.6893], [1.7963, -1.4749, 1.8113], [-0.0093, -0.2149, 0.6030], [1.4963, -2.2123, 1.1700], [-5.2475, -0.9107, 5.2601], [-1.1106, 2.3789, -0.8346], [3.4437, -3.7608, 2.0495], [1.7195, -0.0821, -0.9884], [1.1148, -0.6671, -2.6366], [-0.6694, 2.1999, -0.6546], [-1.5075, -0.0576, -2.2969], [0.3446, -1.2235, 0.4119], [-1.4132, 5.3986, 0.1960]], "mulliken_charge": [-0.3436, -0.5673, -0.2103, -0.6934, 0.5838, -0.7136, -0.6585, 0.3608, 0.3774, 0.2716, 0.2007, 0.3120, 0.3002, 0.4434, 0.3368], "largest_force_ev_per_a": 7.49, "lumo_energy_ev": 0.499}



{"formula": "C14H15P", "method": "ωB97M-V/def2-TZVPD", "elements": ["P", "C", "C", "C", "C", "C", "C", "C", "C", "C", "C", "C", "C", "C", "C", "H", "H", "H", "H", "H", "H", "H", "H", "H", "H", "H", "H", "H", "H", "H"], "positions_angstrom": [[-0.485, -1.033, -1.292], [1.938, -0.868, 1.294], [-4.249, 0.615, 0.869], [-4.374, -0.226, -0.231], [0.111, -2.149, 0.097], [0.765, -1.510, 1.328], [1.893, 0.696, -0.520], [-1.912, -0.295, -0.521], [4.159, -0.460, 0.098], [-3.193, -0.694, -0.901], [-1.827, 0.711, 0.482], [0.687, 0.375, -1.134], [-3.006, 1.142, 1.126], [2.419, 2.093, -0.912], [2.668, -0.181, 0.382], [-3.104, -1.427, -1.784], [1.536, 2.578, -1.241], [0.238, 0.975, -1.834], [-1.031, 1.271, 0.834], [4.763, 0.241, 0.678], [-4.959, 1.038, 1.551], [0.174, -1.698, 2.205], [-3.054, 1.842, 1.939], [-5.411, -0.416, -0.452], [3.259, 1.925, -1.608], [0.939, -2.875, -0.226], [4.451, -0.134, -0.846], [4.350, -1.472, 0.327], [2.925, 2.695, -0.018], [-0.669, -2.759, 0.309]], "forces_ev_per_angstrom": [[2.2942, -0.7942, 0.7881], [-0.9985, -0.0006, -2.2672], [1.3365, 0.1436, -0.8869], [0.4557, -0.2111, 0.1541], [4.3646, 0.4452, -1.0302], [0.1611, 0.3343, 0.1901], [-1.9171, 0.9637, -1.1520], [-0.7898, 1.9796, 1.7499], [-1.6339, 1.9520, 1.8995], [-0.4555, -0.8621, -0.8495], [-3.0953, -0.2542, 0.0658], [2.0794, -2.0516, 2.2334], [0.8566, -0.8531, -0.0665], [2.1260, -0.8144, 2.5206], [-0.3853, -1.5218, 0.4679], [-1.1797, 1.1189, 1.3980], [-0.1217, 1.0790, -0.8605], [-0.3635, 2.5908, -1.4337], [2.3209, 0.2482, 0.0384], [0.0872, -0.4111, 0.6880], [-1.2315, -0.4785, -0.4324], [0.0366, 0.4541, 0.6853], [0.9609, 0.4858, 0.1829], [0.0898, -0.8549, -0.7942], [-0.6169, 0.5803, -0.2745], [-1.2374, 1.0159, -0.4699], [0.0939, -0.1442, -2.1886], [0.5945, -0.9898, 0.1308], [-1.3191, -1.3384, -1.6080], [-2.5127, -1.8113, 1.1214]], "mulliken_charge": [-0.1793, -0.3714, -0.3819, -0.5803, -0.9380, -0.4555, 1.3165, 0.6478, -1.4338, -0.2727, -0.2995, -1.3088, -0.6719, -1.4173, 0.6395, 0.2163, 0.4425, 0.5668, 0.3756, 0.3296, 0.3749, 0.4199, 0.3289, 0.3518, 0.3054, 0.3742, 0.4246, 0.3802, 0.2443, 0.5714], "largest_force_ev_per_a": 4.51, "lumo_energy_ev": 0.218}